Entry 1:
ORCA calculation (wB97M-V/def2-TZVPD) on C26H32BN10O6SW as an isolated structure at a distorted geometry.

Properties
- Total charge: +2
- Total energy: -67991.26933 eV
- HOMO (alpha / beta): -13.97 / -13.97 eV
- Spin multiplicity: 2
- HOMO-LUMO gap (alpha / beta): 6.2 / 5.8 eV

Last column: Löwdin charge in e.
Cartesian coordinates (Å):
W: -1.2700 -0.1835 0.6052  2.0116
C: 1.6969 -2.6763 1.4789  -0.0006
C: 1.8487 -1.1848 1.3921  -0.2496
C: 3.0407 -0.5903 1.7646  0.0211
C: 2.8624 0.7623 1.5967  -0.0089
N: 1.6421 0.9728 1.1195  0.0378
N: 0.9701 -0.2063 0.9958  0.0024
B: 0.9133 2.3065 0.9396  -0.6737
N: 0.2490 2.2618 -0.4473  0.0404
C: 0.3030 3.2468 -1.3323  0.0141
C: -0.4841 2.9112 -2.4105  0.0248
C: -1.0427 1.6821 -2.1247  -0.2683
C: -2.0276 1.0803 -3.0838  -0.0013
N: -0.5427 1.2468 -0.9135  -0.0431
N: -0.1885 2.3187 2.0408  0.0641
C: -0.3366 3.0984 3.1008  0.0109
C: -1.3340 2.5781 3.9126  0.0334
C: -1.7729 1.4292 3.2978  -0.2687
C: -2.8009 0.5087 3.8762  -0.0061
N: -1.0643 1.2672 2.1381  -0.0588
N: 1.8286 3.4816 0.9861  -0.0211
C: 3.0604 3.6271 0.4171  -0.0821
C: 3.3624 4.9550 0.4011  0.0028
C: 2.2330 5.5951 0.9563  -0.3324
C: 2.0183 7.0655 1.1595  -0.0165
N: 1.3016 4.7213 1.2900  0.1198
H: 2.6379 -3.0682 1.8569  0.0975
H: 0.9289 -2.9797 2.1884  0.0848
H: 1.5125 -3.1419 0.5137  0.0866
H: 3.9208 -1.0969 2.1236  0.1287
H: 3.5261 1.5838 1.8051  0.1344
H: 0.8920 4.1293 -1.1401  0.1383
H: -0.6590 3.4900 -3.3023  0.1345
H: -2.7790 1.8405 -3.2967  0.1077
H: -1.5196 0.8673 -4.0258  0.1080
H: -2.5437 0.1938 -2.7687  0.0298
H: 0.2715 3.9820 3.2045  0.1292
H: -1.6866 2.9784 4.8486  0.1318
H: -3.5460 1.1063 4.3975  0.1033
H: -3.3155 -0.1221 3.1602  0.0498
H: -2.3290 -0.1441 4.6124  0.1034
H: 3.6220 2.7920 0.0300  0.1243
H: 4.2705 5.4126 0.0448  0.1178
H: 2.9208 7.5395 1.5419  0.0855
H: 1.7645 7.5544 0.2185  0.0852
H: 1.2056 7.2389 1.8612  0.0796
C: 3.0211 -4.3045 -3.8816  -0.0221
C: 1.7166 -3.7957 -3.3359  -0.2289
C: 1.5671 -2.4582 -2.9647  -0.0020
C: 0.3644 -1.9769 -2.4804  -0.0384
C: -0.7000 -2.8658 -2.3716  -0.3098
C: -0.5931 -4.2043 -2.7420  -0.0361
C: 0.6229 -4.6552 -3.2172  0.0000
S: -2.2560 -2.3082 -1.8960  0.7565
O: -2.0763 -1.0114 -1.1369  -0.4759
O: -3.1536 -2.1228 -2.9831  -0.1951
N: -2.9143 -3.4008 -0.9156  -0.0996
C: -2.3538 -4.2054 0.1878  -0.1381
C: -2.3019 -3.4442 1.5204  -0.0239
C: -1.3385 -2.3306 1.3908  -0.5989
O: -1.2160 -1.3483 2.2408  -0.0720
O: -0.6126 -2.2066 0.3763  -0.1036
H: 3.8352 -3.6086 -3.6896  0.0851
H: 2.9461 -4.4430 -4.9621  0.1026
H: 3.2772 -5.2713 -3.4486  0.0932
H: 2.4067 -1.7811 -3.0668  0.1276
H: 0.2653 -0.9360 -2.2022  0.1006
H: -1.4416 -4.8751 -2.6822  0.1299
H: 0.7241 -5.6925 -3.5120  0.1339
H: -3.8190 -3.6665 -1.2874  0.1432
H: -1.3720 -4.5846 -0.0884  0.1256
H: -3.0177 -5.0597 0.2913  0.1450
H: -1.9754 -4.0741 2.3539  0.1620
H: -3.2807 -3.0436 1.7868  0.1475
O: -3.3354 -0.5280 0.9709  -0.1791
N: -3.7724 0.5647 0.5435  0.0047
O: -2.7766 1.2067 0.1715  -0.1457

Entry 2:
ORCA calculation (wB97M-V/def2-TZVPD) on C26H32BrF6N7O2PPbS3SbSe as an isolated structure at a distorted geometry.

Properties
- Total charge: -1
- Total energy: -247286.07446 eV
- Relative energy (zero: lowest compared OMol25 entry of this formula, charge and spin): 0.6583 eV
- HOMO (alpha / beta): -5.17 / -5.25 eV
- Spin multiplicity: 2
- HOMO-LUMO gap (alpha / beta): 6.5 / 5.2 eV

Last column: Löwdin charge in e.
Cartesian coordinates (Å):
Pb: 12.1817 10.3492 9.4515  1.1992
O: 9.9192 5.7264 12.4336  0.0571
C: 9.8224 7.0639 12.2351  -0.3008
C: 10.6839 7.8937 12.9806  0.0090
C: 10.5797 9.2644 12.7295  -0.1589
N: 9.6674 9.8515 11.9156  0.0408
C: 8.8165 9.0599 11.3243  -0.8155
Br: 7.3307 9.8087 10.4319  0.7282
C: 8.8316 7.6829 11.3969  -0.0840
H: 9.0910 5.2859 12.5819  0.1041
H: 11.4802 7.4594 13.6510  0.1394
H: 11.2435 10.0005 13.1718  0.0293
H: 8.2857 7.0249 10.6383  0.1314
S: 10.8161 7.8906 8.0928  0.6030
C: 12.3051 7.1478 7.8723  -0.8026
C: 12.4358 6.5402 6.5541  -0.3057
N: 12.5545 5.9996 5.5202  0.1600
C: 13.5160 7.1468 8.6515  -0.7938
S: 13.5971 7.6660 10.2661  0.6219
C: 14.6043 6.4963 8.0396  -0.2929
N: 15.5562 5.9640 7.5874  0.1773
S: 9.5381 12.9247 15.5028  0.5436
C: 10.0687 14.3192 14.7793  -0.8499
N: 11.0575 14.1657 13.8560  -0.0036
C: 11.8581 15.1696 13.4780  -0.0677
C: 11.2892 16.4853 13.4953  -0.0701
C: 10.1392 16.7065 14.2881  -0.0992
C: 9.6243 15.6675 15.0215  -0.1043
H: 11.3779 13.1944 13.6457  0.0190
H: 12.8007 14.8273 13.0327  0.0963
H: 11.6372 17.2921 12.8476  0.0916
H: 9.6393 17.6417 14.2077  0.0928
H: 8.7877 15.8277 15.7317  0.1086
Se: 12.9078 11.8901 12.1208  0.5916
C: 14.6802 11.2957 12.1075  -0.7238
C: 15.0557 10.1986 12.8981  -0.1624
C: 16.3567 9.6926 12.7563  -0.1027
C: 17.2684 10.3097 11.8859  -0.1231
C: 16.8942 11.3701 11.1412  -0.1148
C: 15.6340 11.9555 11.2905  -0.1393
H: 14.2573 9.5715 13.4238  0.1130
H: 16.6938 8.7693 13.3055  0.1115
H: 18.2589 9.8721 11.9192  0.0969
H: 17.5002 11.6453 10.3129  0.0957
H: 15.3659 12.8902 10.7247  0.1065
F: 13.1998 10.4446 6.9436  -0.4531
Sb: 14.7848 11.5737 6.9465  1.5069
F: 15.7188 10.1287 7.8301  -0.3619
F: 14.0394 11.9259 8.7387  -0.4841
F: 16.2669 12.7853 7.0493  -0.3586
F: 13.6501 12.9878 6.1610  -0.3723
F: 15.3170 10.8485 5.1833  -0.3810
C: 11.3288 15.2456 6.4864  -0.0977
N: 11.1734 14.3414 7.6577  -0.3070
C: 12.3304 14.4953 8.5203  -0.1370
P: 9.9528 13.2610 7.9303  0.5315
O: 10.4217 12.1037 8.8483  -0.4895
N: 9.3868 12.9498 6.4123  -0.2931
C: 10.3964 12.4566 5.3773  -0.0688
C: 8.1362 12.1316 6.2932  -0.1006
N: 8.6888 13.9875 8.6399  -0.3038
C: 8.1077 15.2314 8.1250  -0.1327
C: 8.4522 13.8515 10.1141  -0.0764
H: 12.0366 14.7780 5.7716  0.0745
H: 11.8095 16.1123 6.9881  0.0777
H: 10.3616 15.6027 6.0839  0.0761
H: 13.3662 14.4563 8.0055  0.0979
H: 12.3073 13.6769 9.2051  0.0139
H: 12.2100 15.5451 9.1034  0.1249
H: 11.4475 12.5481 5.8235  0.0744
H: 10.1265 13.0764 4.4952  0.0913
H: 10.2195 11.4399 5.1123  0.0636
H: 7.2647 12.7288 6.6045  0.0674
H: 8.1589 11.1305 6.8564  0.1097
H: 7.9625 12.0703 5.2145  0.0748
H: 8.1518 15.3154 7.0301  0.0628
H: 8.6022 16.1665 8.5263  0.0938
H: 7.0061 15.2920 8.3411  0.0900
H: 9.0522 13.0298 10.4708  0.0466
H: 7.3692 13.7744 10.3398  0.0879
H: 8.9188 14.7615 10.6302  0.0990

Entry 3:
ORCA calculation (wB97M-V/def2-TZVPD) on C26H32Cl4GeI2O2P2Ti as an isolated structure.

Properties
- Total charge: +3
- Total energy: -196054.23904 eV
- Relative energy (zero: lowest compared OMol25 entry of this formula, charge and spin): 0.2729 eV
- HOMO (alpha / beta): -16.91 / -16.91 eV
- Spin multiplicity: 2
- HOMO-LUMO gap (alpha / beta): 6.2 / 5.4 eV

Last column: Löwdin charge in e.
Cartesian coordinates (Å):
Ti: -0.3256 -0.6415 0.1959  0.4795
Cl: -1.0489 1.5161 1.3524  0.7015
C: -2.7988 1.7170 1.1624  -0.5425
C: -3.3871 2.6982 1.9335  -0.0542
C: -4.7492 2.9174 1.7719  -0.0050
C: -5.4841 2.1752 0.8565  -0.0136
C: -4.8651 1.1968 0.0965  -0.0555
C: -3.4973 0.9436 0.2484  -0.3817
P: -2.7395 -0.3645 -0.7227  1.0452
C: -3.3999 -1.9480 -0.1763  -0.3640
C: -4.2976 -2.0335 0.8897  -0.0540
C: -4.7305 -3.2773 1.3236  -0.0248
C: -4.2613 -4.4341 0.7146  -0.0206
C: -3.3547 -4.3551 -0.3375  -0.0389
C: -2.9239 -3.1162 -0.7802  -0.1320
C: -3.2133 -0.0580 -2.4316  -0.3728
C: -3.6361 -1.0876 -3.2769  -0.0805
C: -4.0096 -0.7982 -4.5797  -0.0326
C: -3.9665 0.5090 -5.0465  -0.0202
C: -3.5785 1.5411 -4.2010  -0.0371
C: -3.2097 1.2630 -2.8956  -0.1626
H: -2.8069 3.2819 2.6345  0.1284
H: -5.2329 3.6821 2.3646  0.1349
H: -6.5423 2.3603 0.7339  0.1322
H: -5.4413 0.6231 -0.6197  0.1348
H: -4.6586 -1.1422 1.3843  0.1138
H: -5.4381 -3.3428 2.1388  0.1280
H: -4.6073 -5.4006 1.0560  0.1283
H: -2.9983 -5.2576 -0.8165  0.1254
H: -2.2171 -3.0639 -1.6004  0.0778
H: -3.7168 -2.1056 -2.9228  0.1006
H: -4.3564 -1.5937 -5.2254  0.1261
H: -4.2653 0.7280 -6.0629  0.1283
H: -3.5879 2.5643 -4.5508  0.1258
H: -2.9738 2.0817 -2.2282  0.0672
I: -0.0050 1.9609 -1.9570  1.0479
C: 1.4875 3.4706 -1.6080  -1.0681
I: 2.4503 3.4654 0.2556  0.8416
H: 0.9339 4.3966 -1.7097  -0.0231
H: 2.2137 3.3463 -2.4018  -0.0194
O: -1.3593 -1.3394 1.8312  -0.1104
C: -0.8226 -2.4598 1.6727  -0.3820
O: -0.0327 -2.5470 0.6608  -0.2144
H: -1.0034 -3.3099 2.3347  0.1812
C: 0.2844 -4.3529 -1.8664  -0.1086
C: 1.3592 -3.2746 -1.7759  -0.3674
P: 0.8083 -1.5456 -2.0028  0.9133
C: -0.2090 -1.5346 -3.5165  -0.3900
C: 0.5561 -2.0155 -4.7521  -0.0909
C: 2.3456 -0.5772 -2.3596  -0.4199
C: 3.5762 -1.3934 -2.7569  -0.1137
H: 0.7604 -5.3310 -1.8099  0.0996
H: -0.2460 -4.3129 -2.8187  0.0796
H: -0.4360 -4.2901 -1.0553  0.0427
H: 2.1041 -3.4403 -2.5561  0.0840
H: 1.8926 -3.3310 -0.8241  0.0731
H: -0.5844 -0.5187 -3.6614  0.0466
H: -1.0821 -2.1630 -3.3317  0.0597
H: 1.3964 -1.3640 -4.9893  0.0797
H: -0.1127 -2.0081 -5.6117  0.0953
H: 0.9266 -3.0335 -4.6351  0.0810
H: 2.5695 0.0462 -1.4932  0.0220
H: 2.0688 0.1069 -3.1636  0.0531
H: 3.9224 -2.0438 -1.9538  0.0774
H: 4.3865 -0.7033 -2.9900  0.0964
H: 3.4048 -2.0035 -3.6423  0.0780
Cl: 1.7639 0.0085 1.1855  0.1435
Ge: 3.0425 -1.8489 2.0689  0.1055
Cl: 1.9148 -2.4125 3.7574  0.2556
Cl: 4.8486 -0.8938 2.4850  0.2656